# 1
Here is a 2-piece molecular cluster, CH5FN2 overall in a non-equilibrium geometry from OMol25. Energies are from ωB97M-V/def2-TZVPD.

The geometry in XYZ format:
```
9
Properties=species:S:1:pos:R:3:nbo_charge:R:1
C 0.07 1.46 -0.23 -0.477
N -0.21 -1.75 0.32 -0.654
N 0.11 -1.16 -0.82 0.193
F -1.15 -0.98 -1.51 -0.316
H -0.31 1.87 -1.23 0.182
H -0.46 1.55 0.64 0.147
H 1.08 1.83 0.02 0.158
H -1.13 -1.52 0.77 0.377
H 0.12 -2.72 0.58 0.390
```

Summary:
Energy   -6809.6426 eV
E_HOMO (spin up / spin down)   -8.99 / -8.93 eV
Charge   0
E_LUMO (spin up / spin down)   0.0147 / 0.0055 hartree
Frontier orbital gap (spin up / spin down)   0.345 / 0.333 hartree

# 2
Here is the molecule CH5FOP2 in a non-equilibrium geometry from OMol25. Energies are from ωB97M-V/def2-TZVPD.

The geometry in XYZ format:
```
10
Properties=species:S:1:pos:R:3:nbo_charge:R:1
C 0.19 1.14 -1.29 -0.249
O -0.29 0.79 0.05 -0.820
P -0.21 -0.64 0.73 1.449
F 1.45 -0.99 0.89 -0.612
P -1.08 -0.67 2.49 -0.281
H 1.18 0.86 -1.51 0.199
H 0.04 2.22 -1.32 0.209
H -0.52 0.77 -2.07 0.188
H -0.17 -1.48 -0.38 -0.083
H -0.60 -2.00 2.42 0.000
```

Summary:
Energy   -24460.1477 eV
E_HOMO   -8.41 eV
Charge   0
E_LUMO   0.0292 hartree
SMILES   CO[P@@H](F)=P
Frontier orbital gap   0.338 hartree

# 3
Here is CH5FeO2 as an isolated structure in a non-equilibrium geometry from OMol25. Energies are from ωB97M-V/def2-TZVPD.

The geometry in XYZ format:
```
9
Properties=species:S:1:pos:R:3:nbo_charge:R:1
C 0.20 0.81 -0.25 -0.182
H 0.91 1.41 0.35 0.208
H 0.41 0.50 -1.29 0.186
H -0.45 1.67 -0.52 0.152
O 0.81 -0.86 0.58 -1.278
Fe 1.69 -2.29 -0.24 0.795
H -0.35 -0.90 0.86 0.529
O -1.34 -0.01 0.63 -0.871
H -1.87 -0.31 -0.11 0.461
```

Summary:
Energy   -39593.3231 eV
E_HOMO (spin up / spin down)   -7.18 / -9.20 eV
Charge   0
Multiplicity   6
E_LUMO (spin up / spin down)   0.0065 / -0.0325 hartree
<S²>   8.756
Frontier orbital gap (spin up / spin down)   0.271 / 0.306 hartree

# 4
Here is a 2-piece molecular cluster, CH5IN2 overall in a non-equilibrium geometry from OMol25. Energies are from ωB97M-V/def2-TZVPD.

The geometry in XYZ format:
```
9
Properties=species:S:1:pos:R:3:nbo_charge:R:1
C 1.47 -0.22 0.35 -0.504
N -1.57 0.42 -0.21 -0.545
N -1.21 -0.26 0.84 -0.380
I 1.41 0.60 -1.63 0.072
H 1.74 0.48 1.10 0.170
H 2.06 -1.12 0.36 0.173
H -1.21 1.37 -0.23 0.359
H -1.28 0.03 -1.25 0.336
H -1.40 -1.29 0.67 0.318
```

Summary:
Energy   -12194.4475 eV
E_HOMO (spin up / spin down)   -8.68 / -7.93 eV
Charge   0
E_LUMO (spin up / spin down)   0.0124 / -0.0142 hartree
Frontier orbital gap (spin up / spin down)   0.331 / 0.277 hartree

Q: The lowest energy belongs to which entry?
A: CH5FeO2

Q: Look up the charge of the second one.
A: 0